The following is a DFT calculation (the ωB97M-V functional and the def2-TZVPD basis) of a molecular structure, C9H37MgN2O13 in a non-equilibrium geometry.

Atoms and positions in Å:
Mg 1.72 -3.23 -0.64
O -3.05 -2.06 -3.17
O -0.07 -2.33 -0.37
O -2.21 -2.20 -0.35
O -1.30 0.09 2.67
O 1.32 -4.77 0.62
O -0.60 -5.15 2.63
O -1.10 -2.53 1.48
O -4.93 -2.54 1.06
O 2.38 -1.64 -1.75
O 2.56 -2.22 0.85
O -0.70 1.58 -0.32
O -3.15 -5.32 0.39
O 0.89 -4.25 -2.12
N -1.17 -2.32 0.26
N 0.18 2.56 0.18
C 2.44 3.32 0.48
C 1.82 2.13 -1.67
C -0.45 3.89 -0.01
C 1.93 4.72 0.12
C -1.68 3.91 0.89
C 0.50 4.93 0.53
C -0.85 4.17 -1.48
C 1.56 2.25 -0.15
C 1.90 0.89 0.47
H -0.33 5.07 -1.84
H -1.91 4.40 -1.59
H -3.34 -4.45 0.02
H 1.19 0.12 0.15
H 1.85 -1.23 -2.46
H -3.99 -2.55 0.81
H -2.34 -2.55 -3.59
H 1.67 -4.77 1.52
H 1.22 1.33 -2.11
H 2.93 0.61 0.18
H -2.50 3.33 0.49
H 2.60 5.46 0.58
H -1.36 -0.85 2.45
H -5.10 -1.64 1.34
H -0.55 3.38 -2.16
H 2.70 -2.56 1.74
H 0.42 4.89 1.62
H 3.46 3.21 0.09
H 2.07 4.91 -0.95
H 2.88 1.95 -1.87
H 1.49 -4.51 -2.84
H 2.53 -1.24 0.94
H 1.59 3.07 -2.16
H -0.62 -4.21 2.43
H -1.46 -5.46 2.32
H 1.14 -5.70 0.44
H 3.27 -1.28 -1.84
H 0.17 5.92 0.22
H -1.03 1.13 0.49
H -4.02 -5.72 0.51
H -0.43 0.21 3.07
H -2.04 4.94 1.01
H 2.42 3.13 1.55
H -1.46 3.55 1.89
H 0.01 -4.54 -2.40
H -2.88 -2.11 -2.22
H 1.81 0.89 1.57

Summary:
Multiplicity: 1
Maximum force (eV Å⁻¹): 2.04
Orbital gap (eV): 6.27
Relative energy (zero: lowest compared OMol25 entry of this formula, charge and spin) (eV): 0.000
Charge: +1
E_LUMO (Ha): -0.15666
Highest occupied orbital energy (eV): -10.5
DFT total energy (eV): -44969.32805